(P)
21
Properties=species:S:1:pos:R:3 method="wB97M-V/def2-TZVPD" total_charge=-1 spin_multiplicity=2 homo_lumo_gap_ev="2.37 / 8.63" s_squared=0.750
C 1.38314 0.07965 -2.35033
C 0.66178 -1.23510 -2.01442
C -0.00574 -1.35241 -0.63889
N -0.50960 -0.11039 -0.12485
C -1.14197 -0.19415 1.20168
N -2.16787 0.81095 1.35950
H 2.26965 -0.09192 -2.97025
H 1.85212 0.56040 -1.49131
H 0.77441 0.78662 -2.90810
H -0.10868 -1.32419 -2.77561
H 1.41773 -1.96724 -2.07825
H 0.71875 -1.81413 0.05612
H -0.81782 -2.07159 -0.76858
H 0.05937 0.71475 -0.22771
H -1.52796 -1.20280 1.32787
H -0.35128 -0.02354 1.89622
H -1.75433 1.73250 1.48577
H -2.55617 0.95031 0.44106
H 0.05062 1.34795 3.81102
H 0.94147 2.68099 3.41365
O 0.81238 1.72335 3.35540



(Q)
21
Properties=species:S:1:pos:R:3 method="wB97M-V/def2-TZVPD" total_charge=-1 spin_multiplicity=2 homo_lumo_gap_ev="2.70 / 9.53" s_squared=0.750
C 0.06128 -0.73315 1.82852
C -0.08630 -1.53724 0.53150
C -0.38801 -0.70495 -0.70216
C 0.78146 0.73347 -2.28564
N 0.62864 0.33350 -0.88350
N -1.14664 -0.60489 2.63375
H 0.40787 0.27735 1.57301
H 0.86206 -1.17184 2.42099
H 0.83058 -2.10696 0.36346
H -0.82523 -2.32919 0.71765
H -1.37038 -0.22945 -0.57653
H -0.42641 -1.34663 -1.58917
H 1.57661 0.15987 -2.79564
H -0.11510 0.51410 -2.86101
H 1.01066 1.80402 -2.37837
H 1.51091 -0.07687 -0.59332
H -1.87962 -0.15772 2.08981
H -1.49024 -1.49820 2.95771
H -0.45205 3.46615 -0.41507
H 0.42193 2.21517 -0.26223
O 0.08797 2.99348 0.22625



(R)
21
Properties=species:S:1:pos:R:3 method="wB97M-V/def2-TZVPD" total_charge=-1 spin_multiplicity=2 homo_lumo_gap_ev="6.63 / 4.87" s_squared=0.757
N 0.75313 1.50097 -1.96161
C 1.55770 -0.39440 -0.28706
C 0.57661 -1.41562 -0.86587
N -0.88725 -0.97471 -0.67829
C -1.15703 -0.68266 0.75689
C -1.97978 0.57300 0.81973
H 1.40658 0.44947 -1.05339
H 0.90952 1.60283 -2.97416
H 1.22163 0.16171 0.60538
H 2.58171 -0.75417 -0.17503
H 0.71844 -1.43266 -1.93629
H 0.61501 -2.46096 -0.51825
H -0.83210 -0.07883 -1.15858
H -1.69150 -1.55187 1.17513
H -0.26139 -0.54535 1.37303
H -1.43357 1.42650 0.40823
H -2.13137 0.84051 1.85949
H -2.96228 0.39109 0.36373
H 0.99031 0.65613 3.29214
H 1.60794 1.91946 -1.58110
O 0.39767 0.76956 2.53590



Which structure is most stable, and how do the rest compare? From most to least stable: (Q), (P), (R).



(P)
14
Properties=species:S:1:pos:R:3 method="wB97M-V/def2-TZVPD" smiles=CC.CS homo_lumo_gap_ev=9.99
C -0.05795 0.72801 -1.47849
C 1.23469 -0.05278 -1.25042
H -0.03156 1.42255 -0.62136
H 0.11499 1.41871 -2.29966
H -0.99654 0.19932 -1.67669
H 1.66763 -0.68896 -2.03194
H 1.16575 -0.76764 -0.42327
H 2.03338 0.60182 -0.87740
C -1.22821 -0.17936 1.60069
S 0.06099 -0.75130 2.77538
H -1.05924 0.83157 1.21500
H -2.10724 -0.19782 2.30038
H -1.36840 -0.81566 0.70625
H 0.57169 -1.74845 2.06152



(Q)
14
Properties=species:S:1:pos:R:3 method="wB97M-V/def2-TZVPD" smiles=CCS.C homo_lumo_gap_ev=9.74
C 2.61336 0.03274 1.67322
C 1.44304 0.55673 2.43291
S 0.16634 0.91638 1.01421
H 3.14826 0.88987 1.27438
H 2.35869 -0.59815 0.82717
H 3.35251 -0.46392 2.30605
H 0.77826 -0.09229 2.99841
H 1.49326 1.50209 2.95352
H -1.16683 0.80442 1.14479
C -3.71994 -1.93277 -5.21830
H -4.52729 -1.30509 -4.92148
H -2.73659 -1.49011 -5.08921
H -3.75315 -2.21442 -6.26950
H -3.70950 -2.86216 -4.65318



Which structure is most stable, and how do the rest compare? From most to least stable: (P), (Q).



(P)
12
Properties=species:S:1:pos:R:3 method="wB97M-V/def2-TZVPD" homo_lumo_gap_ev=8.37
C -1.24071 1.90901 0.59196
C 0.09856 0.07298 0.11710
H -1.15746 2.18778 -0.46429
H -1.22314 2.73996 1.21690
H -1.96586 1.34315 0.95318
H -1.76744 0.00574 -0.72960
H -1.46333 -2.59372 -0.77106
H 0.26188 -1.81535 -1.66864
N -0.82658 -0.43492 -0.59465
N -0.82678 -1.55646 -1.45570
O -0.03035 1.16749 0.77865
S 1.62403 -0.57249 0.33328



(Q)
12
Properties=species:S:1:pos:R:3 method="wB97M-V/def2-TZVPD" smiles="CSNC(N)=O" homo_lumo_gap_ev=9.21
C -2.01532 0.67123 0.26644
S -1.50393 -0.78128 -0.58705
N 0.16429 -1.08625 -0.14960
C 1.00433 0.06162 -0.24736
N 2.26070 -0.32535 0.03542
O 0.67125 1.14751 -0.71963
H -2.94044 1.21928 -0.29335
H -2.34066 0.45220 1.44141
H -1.20994 1.44687 0.15845
H 0.46739 -1.82709 0.55085
H 2.95405 0.28578 -0.43543
H 2.48829 -1.26451 -0.02014



Which structure is most stable, and how do the rest compare? From most to least stable: (Q), (P).



(P)
12
Properties=species:S:1:pos:R:3 method="wB97M-V/def2-TZVPD" homo_lumo_gap_ev="8.33 / 8.33"
C -0.13344 -1.23931 -0.41560
C -0.35040 0.16361 -1.01229
N -0.53062 1.86979 1.26155
N 0.57913 -1.06456 0.83170
O 1.61662 -0.19419 0.53852
S 1.01183 1.15730 -0.28859
H -1.07174 -1.76173 -0.23219
H 0.49926 -1.83775 -1.07913
H -0.29365 0.18284 -2.09801
H -1.27020 0.63015 -0.65667
H -0.03529 2.67929 1.63689
H -0.02150 -0.58543 1.51382



(Q)
12
Properties=species:S:1:pos:R:3 method="wB97M-V/def2-TZVPD" homo_lumo_gap_ev=8.36
C 2.46379 -0.17030 0.14389
S 0.83020 -0.85200 -0.12195
N 0.13183 0.65966 -0.02501
C -1.10641 0.91633 -0.01700
N -2.13324 0.03280 -0.02293
O -2.07912 -1.35579 0.23228
H 3.31888 -0.69225 -0.24809
H 2.46790 0.77267 -0.42420
H 2.64419 0.12604 1.20465
H -1.53943 1.93788 0.06446
H -3.07797 0.40722 -0.15548
H -1.92063 -1.78227 -0.63061



Which structure is most stable, and how do the rest compare? From most to least stable: (Q), (P).



(P)
9
Properties=species:S:1:pos:R:3 method="wB97M-V/def2-TZVPD" smiles="[O-][N+]1=CC1.F" homo_lumo_gap_ev=10.17
O -0.44415 -2.44560 0.14058
N -0.67079 -1.29274 0.14544
C -1.21727 -0.28091 0.70060
C -0.54143 -0.00467 -0.58943
H -2.15325 -0.03567 1.18964
H -0.97016 0.15732 -1.57337
H 0.43147 0.65736 -0.66267
F 2.93188 0.16625 -0.06273
H 2.46997 -0.51558 -0.57274



(Q)
9
Properties=species:S:1:pos:R:3 method="wB97M-V/def2-TZVPD" smiles="CN=C=O.F" homo_lumo_gap_ev=11.27
C -0.04423 -0.37360 0.03580
N 0.39758 0.63186 0.97910
C 1.27571 0.94861 1.73693
O 1.99333 1.53010 2.36376
H 0.74049 -0.98253 -0.39243
H -0.84696 -1.09707 0.45972
H -0.46565 0.16749 -0.80061
F 0.03144 2.61728 -0.68639
H -0.15269 1.68426 -0.39418



Which structure is most stable, and how do the rest compare? From most to least stable: (Q), (P).



(P)
24
Properties=species:S:1:pos:R:3 method="wB97M-V/def2-TZVPD" total_charge=+1 homo_lumo_gap_ev=9.93
C 0.37739 -1.47672 -2.17672
C 1.61633 -1.17520 -1.67776
C -0.58422 -0.59834 -0.16946
C -0.75522 -1.35663 -1.36010
C 0.67454 -0.36658 0.19843
C -1.64808 0.05158 0.61477
C -0.99645 1.22669 1.45517
C 0.44438 0.94411 1.71304
C 1.47523 2.00238 1.57973
N 1.76418 -0.56221 -0.50214
N -1.93513 -1.76336 -1.76754
H 0.28859 -2.08733 -3.08755
H 2.54805 -1.03710 -2.23320
H -2.29704 0.45400 -0.13177
H -2.18597 -0.79299 1.17704
H -1.21341 2.09350 0.84787
H -1.37289 1.35785 2.47934
H 0.78935 0.27935 2.61988
H 2.37178 1.55334 1.10541
H 1.74139 2.46677 2.40461
H 1.20481 2.86875 0.97516
H 2.65973 -0.19404 -0.23200
H -2.17513 -2.45811 -2.58242
H -2.79222 -1.42973 -1.24978



(Q)
24
Properties=species:S:1:pos:R:3 method="wB97M-V/def2-TZVPD" total_charge=+1 homo_lumo_gap_ev=8.74
C 4.43393 0.28051 0.18824
C 3.59942 1.23683 -0.35349
C 3.87857 -1.00858 0.37868
C 2.29593 1.07899 -0.62742
C 2.52402 -1.26530 0.18491
C 1.71726 -0.14604 -0.32326
C -3.97965 -0.00558 0.21597
C -2.97246 0.97849 0.42836
C 0.26026 -0.28698 -0.41310
N -0.45364 -1.37843 -0.28452
N -2.71104 -0.14462 -0.44129
H 5.43834 0.51590 0.59122
H 3.95157 2.36630 -0.41223
H 4.45953 -1.70267 0.80893
H 1.73145 1.84542 -1.23008
H 2.10928 -2.18274 0.36680
H -3.93109 -0.74996 0.99535
H -4.82462 0.25538 -0.34184
H -2.78197 1.97209 0.06254
H -2.59028 1.03328 1.52553
H -0.30179 0.55725 -0.68310
H -1.53270 -1.07477 -0.31170
H -0.16981 -2.29477 -0.23924
H -2.81197 0.10653 -1.36393



(R)
24
Properties=species:S:1:pos:R:3 method="wB97M-V/def2-TZVPD" total_charge=+1 homo_lumo_gap_ev="5.49 / 6.04"
C -3.19121 -0.05456 -0.07467
C -2.70425 -1.39408 -0.16173
C -2.18966 0.80670 -0.05279
C -1.36992 -1.25119 0.01797
C 2.59876 -1.18217 0.17072
C 1.71142 -1.58380 1.00018
C 2.38185 -0.07632 -0.84326
C 1.02476 0.50605 -0.95325
C 0.30571 1.75862 0.95450
N -1.04137 0.04622 0.16796
N 0.19969 0.54166 0.23642
H -4.17478 0.24275 -0.29003
H -3.37256 -2.20689 -0.17919
H -2.05884 1.79794 0.06479
H -0.65435 -2.08232 -0.04353
H 3.57241 -1.55242 0.30168
H 0.89392 -1.84313 1.63086
H 3.13425 0.75526 -0.68935
H 2.62795 -0.60252 -1.72702
H 0.86122 1.41986 -1.41708
H 0.39496 -0.17293 -1.75105
H 1.23875 1.76886 1.60272
H 0.20027 2.62299 0.31568
H -0.38897 1.73543 1.71944



Which structure is most stable, and how do the rest compare? From most to least stable: (P), (Q), (R).